Computed, not measured: a 15-piece molecular cluster, C84H122N4O32 overall, with ωB97M-V with the def2-TZVPD basis set.

Calculated total energy   -160550.598 eV
LUMO energy   -0.001 eV
E_HOMO   -7.89 eV
Frontier orbital gap   7.9 eV

```
242
Properties=species:S:1:pos:R:3:forces:R:3
C 16.961220 6.964380 -9.520360 0.636 -0.362 1.231
O 16.830770 5.889920 -8.515500 -0.490 0.586 -1.345
C 16.736050 4.568020 -9.084130 0.968 0.291 0.389
C 16.798940 3.476570 -7.964030 -0.657 0.360 -0.701
N 15.578970 3.282020 -7.161510 -0.103 0.098 -0.351
C 14.553950 2.421190 -7.812080 0.559 1.422 0.487
C 13.233260 2.621590 -7.093000 -0.455 -0.423 0.064
O 12.862910 3.992670 -7.020280 0.382 -0.198 -0.046
C 11.493220 4.172530 -6.805490 -0.785 0.098 -0.137
H 16.456780 6.847610 -10.479530 -0.638 -0.422 0.339
H 17.996800 7.160900 -9.797950 0.449 -0.597 0.130
H 16.692300 7.894060 -9.018890 -0.561 -0.205 -0.042
H 17.619730 4.458230 -9.712760 0.255 -0.360 -0.139
H 15.894040 4.494130 -9.772360 -0.469 -0.086 0.225
H 17.612450 3.763400 -7.297670 0.100 -0.160 -0.063
H 16.998010 2.518190 -8.443570 0.461 0.017 -0.057
H 15.159320 4.199790 -7.202770 -0.344 0.293 0.722
H 14.817570 1.364280 -7.772620 0.158 0.037 -0.030
H 14.500780 2.778980 -8.840310 -0.523 -0.475 -0.437
H 13.231540 2.167590 -6.102040 0.520 0.273 0.470
H 12.457460 2.021370 -7.568350 -0.247 0.168 -0.678
H 11.227570 5.215500 -6.633070 0.564 0.137 -0.085
H 11.082280 3.634110 -5.951480 0.301 -0.328 0.271
H 10.919920 3.855900 -7.676800 -0.089 -0.163 -0.245
C 25.245030 12.964440 -19.854260 0.346 -0.453 0.447
O 24.204260 12.163150 -20.354050 -1.414 -0.721 0.950
C 24.179790 10.797490 -19.851970 0.436 -0.497 -1.305
C 22.955800 9.964830 -20.324760 3.218 0.407 -0.627
N 21.717610 10.516960 -19.979750 -1.989 -0.832 -0.013
C 20.579880 9.690990 -20.510060 -0.588 1.518 1.673
C 20.497970 9.610420 -21.984200 -0.368 -0.110 -1.208
O 21.375400 8.630590 -22.388980 2.693 -1.649 -0.956
C 21.533230 8.417510 -23.821610 -1.077 1.088 1.571
H 25.298130 12.913650 -18.766740 -0.112 0.074 0.214
H 25.113350 14.008040 -20.140020 -0.231 -0.192 -0.203
H 26.207570 12.605790 -20.218940 0.249 0.024 -0.200
H 24.327360 10.525740 -18.806760 -0.043 1.462 0.623
H 25.045730 10.365810 -20.353870 0.194 -0.559 0.027
H 23.117190 8.979500 -19.887520 -0.240 -0.114 0.254
H 23.160230 9.810380 -21.384220 -0.542 0.061 -0.398
H 21.657870 11.433380 -20.400120 -0.146 0.235 0.040
H 19.686360 10.185090 -20.128530 -0.210 0.281 -0.183
H 20.476850 8.714390 -20.037030 0.772 -0.173 -0.073
H 20.721820 10.583140 -22.422150 0.245 0.353 -0.154
H 19.528990 9.322960 -22.392290 -0.738 0.179 0.366
H 22.257860 7.642370 -24.070970 -0.443 -0.325 0.567
H 21.914810 9.316530 -24.305610 -0.251 0.295 -0.053
H 20.487260 8.227130 -24.061990 0.239 -0.388 -1.293
C 16.058500 4.273840 -18.478390 0.171 -0.831 1.166
O 16.856960 3.786480 -17.351880 0.020 0.452 -0.776
C 18.224250 3.683080 -17.656500 1.486 -0.617 -1.054
C 19.186060 3.372340 -16.494440 -1.100 1.843 -0.964
N 19.137930 4.423770 -15.502210 -0.256 0.027 2.889
C 19.666100 5.794340 -15.563040 -0.228 -0.495 -1.499
C 21.151070 5.796900 -15.874380 -1.346 0.989 -1.063
O 21.784220 5.227090 -14.792580 -1.051 1.082 1.152
C 22.876020 4.484010 -15.086080 1.788 -0.477 -0.842
H 15.239820 3.562710 -18.588620 -0.360 0.304 0.277
H 16.520550 4.249760 -19.465320 0.698 0.215 0.245
H 15.728980 5.274540 -18.198910 -0.187 -0.044 -0.369
H 18.640930 4.508710 -18.233410 -0.359 1.010 0.335
H 18.390980 2.912050 -18.408690 -0.228 -0.753 -0.038
H 20.218630 3.359510 -16.843340 -0.017 -0.925 -0.805
H 18.841840 2.436500 -16.054200 0.438 0.046 0.294
H 19.741200 4.078460 -14.769450 -0.405 -0.475 0.639
H 19.536190 6.268960 -14.590440 -0.262 -0.191 0.054
H 19.094490 6.363290 -16.296290 0.124 0.215 -0.111
H 21.470060 6.815890 -16.093500 0.384 0.336 0.333
H 21.280760 5.287860 -16.829450 0.399 -0.621 -0.003
H 23.535960 4.458040 -14.218960 -0.338 -0.756 0.186
H 23.511020 4.949810 -15.839670 0.051 0.275 -0.391
H 22.538920 3.544950 -15.524970 0.504 -0.623 0.372
C 18.977900 -1.633950 -25.313820 -1.177 -0.506 0.477
O 17.980120 -0.619080 -25.104710 0.226 -0.954 -0.286
C 18.639690 0.553000 -24.756060 0.054 1.220 0.458
C 17.675820 1.668520 -24.328740 0.249 0.436 -0.215
N 16.693600 2.123610 -25.286160 -0.925 -1.482 -0.697
C 17.232280 2.524680 -26.562690 0.909 2.107 -0.491
C 16.232440 3.396540 -27.392090 -0.439 -0.867 -1.080
O 16.606220 3.629260 -28.793880 -1.179 1.832 2.511
C 16.570630 2.555870 -29.653630 1.644 -0.554 -0.382
H 19.527220 -1.811640 -24.389270 0.197 0.169 0.091
H 19.679490 -1.433130 -26.123470 -0.102 0.341 -0.118
H 18.429660 -2.553650 -25.517990 0.059 0.059 -0.212
H 19.280130 0.789890 -25.605660 0.409 0.587 0.177
H 19.204810 0.402340 -23.836250 0.684 -0.206 -0.072
H 18.168420 2.599000 -24.046520 0.715 -0.433 0.598
H 17.103410 1.238040 -23.507070 0.104 0.301 0.337
H 16.316580 1.207390 -25.482390 -1.375 -0.029 -0.368
H 17.765420 1.725810 -27.078140 -0.659 -0.295 -0.609
H 18.052600 3.221180 -26.389340 0.286 0.196 0.343
H 15.990660 4.360060 -26.943460 1.180 0.340 0.022
H 15.212030 3.020620 -27.317550 -0.128 -1.045 -0.493
H 16.673440 2.894860 -30.684470 -0.632 0.411 -0.021
H 15.719320 1.882950 -29.550990 0.074 -0.119 0.167
H 17.562880 2.131550 -29.500330 -0.209 -1.498 -0.103
C 11.114260 4.617760 -12.936240 2.549 -0.535 -1.008
C 12.366730 3.923330 -12.878510 -2.712 -0.131 1.162
C 13.402200 4.308610 -13.629690 -0.150 1.755 -1.779
C 13.326120 5.448840 -14.450320 0.218 -0.054 0.233
C 12.136990 6.095320 -14.647470 0.115 -0.111 1.522
C 11.053160 5.661660 -13.851960 -0.182 -1.387 0.195
O 9.875650 6.179360 -14.174780 -1.958 1.845 -0.924
O 14.411000 3.480970 -13.778640 2.277 -2.054 0.609
H 10.276290 4.125270 -12.465450 -0.306 0.532 0.095
H 12.421640 2.991380 -12.335500 0.122 -0.029 0.173
H 14.252310 5.763990 -14.907780 -0.017 0.102 -0.432
H 12.055330 6.974710 -15.269080 -0.188 -0.103 -0.105
H 9.100810 5.821060 -13.735660 0.380 -0.250 0.314
H 15.144760 3.789840 -14.315110 -0.077 0.366 -0.127
C 19.011720 12.450410 -15.003620 0.325 -0.820 0.727
C 18.017430 12.774270 -14.121240 -0.886 0.484 -0.481
C 18.180830 12.785180 -12.746010 -1.763 -0.208 -0.637
C 19.393920 12.489610 -12.190460 1.395 0.626 -0.315
C 20.480270 12.215130 -13.055290 -2.107 -0.470 0.444
C 20.187960 12.044150 -14.415380 3.097 0.405 0.152
O 21.286230 11.632790 -15.181880 -1.021 0.125 0.209
O 17.054870 13.019290 -11.975060 0.748 0.081 0.656
H 18.868700 12.386750 -16.072220 -0.082 0.128 -0.050
H 17.064330 13.050850 -14.547290 -0.306 0.064 0.128
H 19.545510 12.625620 -11.129830 -0.006 -0.239 0.106
H 21.442440 12.013660 -12.608050 0.135 -0.081 -0.413
H 20.918620 11.460650 -16.051840 0.368 -0.113 -0.379
H 16.266710 13.067460 -12.521030 0.137 -0.002 -0.186
C 10.026240 4.618520 -24.340470 -2.430 -0.259 0.077
C 8.826480 3.841460 -24.467200 1.488 -0.983 0.843
C 8.916060 2.504870 -24.060110 1.648 -1.306 0.137
C 10.118680 1.897190 -23.654500 1.955 2.747 -0.880
C 11.328120 2.697520 -23.678840 -2.707 -0.536 0.847
C 11.195500 4.100460 -23.827660 -0.414 -2.301 -1.449
O 12.300810 4.869960 -23.842230 0.876 0.823 0.122
O 7.912860 1.599770 -24.183620 -2.281 0.827 -0.461
H 10.002440 5.644310 -24.677470 0.119 0.119 0.078
H 7.876610 4.124270 -24.896350 0.186 0.624 -0.044
H 10.048080 0.827560 -23.522970 0.692 -0.070 0.216
H 12.311360 2.268320 -23.554630 0.044 -0.150 0.272
H 13.017420 4.304740 -24.139900 0.378 0.153 0.129
H 8.163220 0.675320 -24.118020 0.487 0.301 0.121
C 32.399480 5.342390 -10.838290 0.433 -0.239 0.087
C 33.699240 5.773520 -10.721410 0.739 -1.982 2.223
C 34.216480 6.901520 -11.228070 1.069 0.853 -0.699
C 33.384700 7.676610 -12.035700 0.553 -0.520 0.579
C 32.057200 7.315100 -12.151780 -0.124 -0.327 0.078
C 31.567460 6.088380 -11.584230 -1.243 1.733 -1.991
O 30.305450 5.606100 -11.922110 0.474 0.873 0.201
O 35.571910 7.160650 -10.972820 -1.048 -0.047 -0.326
H 32.062910 4.428970 -10.370540 0.064 -0.130 0.009
H 34.320660 5.157380 -10.088480 0.397 0.031 0.011
H 33.832610 8.467270 -12.619340 -0.340 0.461 0.116
H 31.513380 8.069550 -12.700840 -0.869 -0.664 -0.259
H 30.356840 4.653740 -11.812670 -0.247 -0.147 0.057
H 35.702800 8.111070 -11.007030 0.081 0.109 -0.073
C 22.736670 -1.349130 -11.946030 -0.135 -1.559 0.376
C 23.037540 -2.084330 -10.762980 -0.068 1.689 -1.177
C 23.417960 -3.394070 -10.825230 0.034 -0.308 -2.101
C 23.423050 -4.052870 -12.056400 -0.689 0.892 -0.702
C 23.011050 -3.383430 -13.228290 0.376 -0.602 1.377
C 22.662680 -2.031240 -13.176420 0.058 -0.411 1.004
O 22.182030 -1.319520 -14.221110 -0.093 0.764 -0.513
O 23.906990 -4.059860 -9.782570 0.385 -1.179 1.590
H 22.474950 -0.301320 -11.947050 -0.036 0.020 0.228
H 23.072710 -1.620980 -9.788060 -0.065 0.412 0.008
H 23.663170 -5.102720 -12.137290 0.162 -0.023 0.224
H 22.966410 -4.045030 -14.080750 -0.158 0.530 -0.552
H 21.965020 -1.835700 -15.000900 0.185 -0.359 0.127
H 23.520180 -3.755540 -8.958330 0.040 0.149 0.093
C 28.399140 0.065020 -7.201320 -0.432 -0.244 -1.813
C 28.901560 0.191510 -8.518940 -0.110 0.486 0.462
C 28.339010 1.053150 -9.472420 -0.522 -1.770 2.972
C 27.168630 1.670920 -9.101720 0.337 1.338 -0.759
C 26.622860 1.574750 -7.834720 0.310 -0.175 -1.766
C 27.194910 0.709610 -6.916680 0.876 1.236 -0.927
O 26.573640 0.723240 -5.744370 -0.754 -0.523 2.275
O 28.852610 1.095250 -10.705460 0.262 0.161 -1.297
H 28.857150 -0.659910 -6.544720 -0.029 0.135 0.278
H 29.762940 -0.362440 -8.861840 0.311 -0.217 0.371
H 26.807080 2.377750 -9.833900 -0.615 0.048 -0.004
H 25.738350 2.179240 -7.698220 -0.058 -0.255 0.755
H 27.199280 0.712690 -5.016310 0.044 -0.229 0.090
H 29.095460 0.179090 -10.857990 0.386 0.032 -0.652
C 27.809790 10.308850 -15.406040 -0.310 0.356 0.330
C 28.571470 9.435340 -16.148460 -1.687 -0.257 0.863
C 29.662330 9.938810 -16.772540 2.671 -0.492 -1.220
C 30.140410 11.188010 -16.505260 -0.559 0.943 0.244
C 29.385240 12.024160 -15.683420 1.967 1.233 -0.744
C 28.229610 11.612700 -15.143840 -1.141 -2.023 -0.529
O 27.468040 12.452000 -14.443790 -0.703 1.057 0.768
O 30.355160 9.113730 -17.619450 -0.509 -1.789 -0.241
H 26.818350 10.019990 -15.089820 -0.031 -0.307 0.413
H 28.236780 8.408500 -16.146620 0.241 -0.104 -0.703
H 31.051120 11.501360 -16.993940 0.040 0.250 0.093
H 29.650010 13.057250 -15.513060 0.355 0.077 0.001
H 26.648250 12.001040 -14.228840 -0.154 0.097 0.194
H 31.112900 9.386170 -18.142140 -0.198 0.942 0.545
C 26.292890 3.993040 -20.348130 0.076 0.378 1.061
C 25.012310 4.526070 -20.476940 1.061 -2.570 0.134
C 23.999640 3.626040 -20.128750 -1.693 2.614 -1.551
C 24.221350 2.380440 -19.602690 -0.046 -0.443 0.320
C 25.516540 1.929190 -19.316790 -0.284 1.065 -0.226
C 26.565820 2.758780 -19.672340 -0.198 1.388 -0.010
O 27.820250 2.436960 -19.203530 0.024 -0.314 -0.408
O 22.681290 4.039690 -20.410010 -0.191 -1.535 0.899
H 27.027170 4.741250 -20.607730 0.893 -0.530 0.059
H 24.907450 5.492810 -20.946860 -0.443 -0.010 0.123
H 23.363450 1.776520 -19.346380 -0.077 -0.045 -0.017
H 25.687350 1.057670 -18.702230 0.044 -0.152 -0.219
H 28.303730 3.223770 -18.941260 -0.062 0.149 -0.177
H 22.542480 4.896250 -20.820680 0.854 0.058 0.044
C 27.903250 10.433300 -8.141280 1.346 -0.641 -0.016
C 27.786070 9.506530 -9.180780 -0.543 0.786 1.206
C 26.526740 9.323940 -9.712490 0.463 0.280 -1.834
C 25.478500 10.112840 -9.304260 -0.813 0.083 0.882
C 25.619020 10.977260 -8.221120 -0.735 -0.859 -0.497
C 26.832040 11.112110 -7.605120 0.643 0.978 -0.129
O 26.980190 12.055060 -6.582160 -0.084 -1.179 -0.532
O 26.376420 8.586690 -10.871040 -0.317 -0.198 0.525
H 28.908900 10.593910 -7.781740 -0.017 0.182 0.392
H 28.654050 8.971520 -9.536820 0.049 0.000 -0.099
H 24.500280 10.034630 -9.755210 0.057 -0.172 -0.247
H 24.742150 11.478160 -7.838260 -0.067 0.292 -0.075
H 26.103040 12.005190 -6.195220 -0.005 0.610 0.597
H 27.200160 8.112140 -11.004650 0.051 -0.182 -0.209
C 10.091520 1.577830 -16.808110 0.923 0.069 -0.233
C 10.361470 0.377320 -15.971100 0.003 -0.590 0.695
O 11.095900 -0.477810 -16.875760 1.082 -1.565 5.125
C 10.905480 -0.139000 -18.083790 -0.784 -1.337 -1.727
O 11.141910 -0.841030 -19.014310 0.694 -0.004 -1.070
O 10.259240 0.972570 -18.105760 -2.218 4.126 -1.557
H 10.839120 2.360310 -16.678050 -0.034 0.088 -0.169
H 9.098340 1.977780 -16.603850 0.023 -0.042 -0.693
H 9.394570 -0.051310 -15.707490 0.180 -0.661 -0.077
H 10.913770 0.544140 -15.046310 0.210 -0.046 -0.284
C 16.086970 -1.891650 -19.573230 -2.690 -0.329 0.587
C 16.049070 -2.097510 -18.036510 -2.713 0.697 -1.381
O 17.361490 -2.101240 -17.673900 2.214 -0.915 0.319
C 18.110460 -2.261130 -18.777960 4.357 0.430 -1.251
O 19.315910 -2.500300 -18.848310 -3.273 0.354 0.944
O 17.423350 -1.951690 -19.910700 0.596 -0.152 0.485
H 15.526640 -0.984360 -19.798980 0.812 0.430 -0.472
H 15.517310 -2.682080 -20.061900 0.239 -0.170 -0.161
H 15.496520 -3.017530 -17.845820 0.370 -0.106 0.586
H 15.532070 -1.247150 -17.591880 0.067 -0.213 0.349
```
Forces are in eV/Å.